No. 1
C3H4N2O in the gas phase in a non-equilibrium geometry, computed with the ωB97M-V functional and the def2-TZVPD basis.

Structure (ORCA input):
```
! RIJCOSX wB97M-V def2-TZVPD def2/J DEFGRID3
* xyz 0 1
C -0.042 0.592 -1.647
C 0.376 0.235 -0.073
N 1.411 0.038 0.855
N 0.922 -0.463 1.906
C -0.357 -0.678 1.719
O -0.751 -0.204 0.552
H -1.070 0.259 -1.494
H 0.508 -0.184 -2.160
H 0.153 1.588 -1.820
H -1.151 -1.183 2.161
*
```

Calculated values
Energy above the lowest of the compared OMol25 structures with the same formula, charge and spin ... 2.922 eV
Structure (SMILES) ... Cc1nnco1
HOMO energy ... -9.5800 eV
LUMO level ... 0.031 Ha

These are the natural (NBO) partial charges, in e, on atoms 1 to 4:
1. C -0.6118
2. C 0.4198
3. N -0.2804
4. N -0.2657

No. 2
A gas-phase ion, C9H11N2O (charge +1) in a non-equilibrium geometry, computed with the ωB97M-V functional and the def2-TZVPD basis.

Structure (ORCA input):
```
! RIJCOSX wB97M-V def2-TZVPD def2/J DEFGRID3
* xyz 1 1
N -1.238 0.963 -1.395
C -1.042 0.018 -0.188
C 0.382 -0.403 -0.099
C 0.859 -1.703 -0.313
C 2.171 -2.030 -0.364
C 3.149 -1.062 -0.171
C 2.712 0.272 0.125
C 1.357 0.588 0.164
C -2.018 0.805 1.124
N -2.840 -0.418 0.919
C -2.168 -1.021 -0.093
O -2.392 -2.010 -0.707
H -1.247 1.887 -0.903
H -2.100 0.781 -1.908
H -0.340 0.806 -1.861
H 0.233 -2.583 -0.497
H 2.337 -3.041 -0.399
H 4.158 -1.486 -0.055
H 3.485 1.007 0.327
H 1.062 1.554 0.368
H -1.577 0.945 2.012
H -2.485 1.745 0.607
H -3.657 -0.662 1.519
*
```

Calculated values
Energy above the lowest of the compared OMol25 structures with the same formula, charge and spin ... 1.806 eV
Structure (SMILES) ... [NH3+][C@@]1(c2ccccc2)CNC1=O
HOMO energy ... -13.1559 eV
LUMO level ... -0.130 Ha

These are the natural (NBO) partial charges, in e, on atoms 1 to 4:
1. N -0.7120
2. C 0.0616
3. C -0.1574
4. C -0.1603

No. 3
A molecular structure, C38H36NP2STl, computed with the ωB97M-V functional and the def2-TZVPD basis.

Structure (ORCA input):
```
! RIJCOSX wB97M-V def2-TZVPD def2/J DEFGRID3
* xyz 0 1
Tl -1.760 -1.072 -0.901
C 1.683 -1.684 1.534
C 2.116 -1.699 0.064
P 2.287 0.026 -0.575
C 2.976 -0.286 -2.242
C 4.271 0.062 -2.617
C 4.705 -0.145 -3.920
C 3.855 -0.705 -4.861
C 2.561 -1.053 -4.497
C 2.123 -0.836 -3.201
C 3.737 0.643 0.351
C 3.797 2.019 0.565
C 4.863 2.591 1.245
C 5.875 1.785 1.743
C 5.821 0.411 1.551
C 4.763 -0.154 0.854
P -0.033 -1.002 1.770
C 0.233 0.475 2.811
C -0.590 1.575 2.589
C -0.445 2.730 3.348
C 0.530 2.794 4.331
C 1.352 1.698 4.565
C 1.201 0.545 3.812
C -0.791 -2.192 2.935
C -0.074 -2.876 3.918
C -0.717 -3.745 4.785
C -2.089 -3.939 4.683
C -2.811 -3.259 3.716
C -2.167 -2.388 2.846
H 2.392 -1.077 2.101
H 1.719 -2.693 1.949
H 1.380 -2.210 -0.562
H 3.061 -2.235 -0.061
H 4.947 0.499 -1.893
H 5.714 0.132 -4.197
H 4.196 -0.867 -5.875
H 1.886 -1.482 -5.227
H 1.101 -1.089 -2.937
H 2.992 2.651 0.205
H 4.894 3.662 1.396
H 6.702 2.225 2.286
H 6.608 -0.223 1.940
H 4.750 -1.227 0.701
H -1.364 1.523 1.833
H -1.096 3.575 3.169
H 0.649 3.695 4.919
H 2.110 1.743 5.337
H 1.844 -0.304 4.013
H 0.996 -2.733 4.020
H -0.148 -4.269 5.542
H -2.590 -4.619 5.359
H -3.881 -3.401 3.634
H -2.743 -1.840 2.110
N -0.875 1.434 -1.498
C -1.222 1.817 -2.809
C -2.477 2.359 -3.075
C -2.834 2.656 -4.381
C -1.955 2.420 -5.429
C -0.706 1.879 -5.158
C -0.337 1.575 -3.857
H 0.118 1.442 -1.316
H -1.403 1.908 -0.777
H -3.162 2.539 -2.255
H -3.812 3.078 -4.578
H -2.240 2.657 -6.445
H -0.010 1.689 -5.965
H 0.634 1.138 -3.650
S -3.495 0.462 0.474
C -4.963 -0.188 -0.271
C -6.047 -0.555 0.530
C -7.204 -1.072 -0.030
C -7.307 -1.246 -1.404
C -6.238 -0.888 -2.211
C -5.083 -0.360 -1.653
H -5.969 -0.425 1.603
H -8.032 -1.343 0.614
H -8.210 -1.655 -1.839
H -6.301 -1.015 -3.285
H -4.264 -0.065 -2.299
*
```

Calculated values
Energy above the lowest of the compared OMol25 structures with the same formula, charge and spin ... 0.000 eV
HOMO energy ... -7.1440 eV
LUMO level ... 0.018 Ha

These are the Löwdin partial charges, in e, on atoms 1 to 4:
1. Tl 0.4797
2. C -0.3938
3. C -0.4176
4. P 1.0556

No. 4
A molecular structure, C20H56As4F24N4O4 in a non-equilibrium geometry, computed with the ωB97M-V functional and the def2-TZVPD basis.

Structure (ORCA input):
```
! RIJCOSX wB97M-V def2-TZVPD def2/J DEFGRID3
* xyz 0 1
C -11.152 3.920 -18.265
C -10.415 5.180 -17.636
N -11.214 6.364 -17.267
C -12.052 6.073 -15.964
C -10.287 7.561 -16.964
C -10.940 8.947 -16.505
C -12.260 6.742 -18.314
C -11.865 6.785 -19.815
O -10.827 7.803 -19.957
C -11.163 8.923 -20.869
H -11.793 4.097 -19.129
H -11.592 3.294 -17.488
H -10.448 3.288 -18.806
H -9.596 5.464 -18.296
H -9.902 4.934 -16.706
H -12.585 5.187 -16.307
H -12.742 6.912 -15.879
H -11.400 5.878 -15.112
H -9.680 7.773 -17.844
H -9.488 7.251 -16.290
H -11.632 8.930 -15.664
H -11.431 9.409 -17.361
H -10.108 9.582 -16.201
H -12.747 7.690 -18.089
H -13.052 5.995 -18.277
H -12.733 7.114 -20.388
H -11.666 5.832 -20.304
H -11.345 8.539 -21.873
H -10.319 9.598 -21.013
H -12.055 9.492 -20.610
C -2.731 3.425 -15.240
C -2.027 4.548 -14.497
C -2.985 5.733 -14.444
O -2.389 6.820 -13.664
C -1.814 7.915 -14.504
N -1.690 4.028 -13.096
H -1.369 4.701 -12.415
H -2.517 3.547 -12.773
H -1.038 3.270 -13.240
H -3.763 3.240 -14.942
H -2.199 2.480 -15.351
H -3.007 3.678 -16.264
H -1.051 4.809 -14.907
H -3.997 5.503 -14.110
H -3.290 6.076 -15.432
H -1.619 8.773 -13.861
H -2.499 8.242 -15.286
H -0.886 7.671 -15.022
C -8.836 15.674 -18.308
C -7.667 15.391 -17.340
C -8.002 14.117 -16.485
O -7.890 12.843 -17.132
C -7.980 11.684 -16.281
N -6.470 15.233 -18.250
H -6.668 15.307 -19.238
H -5.726 15.881 -18.035
H -5.936 14.382 -18.152
H -8.658 16.593 -18.867
H -9.714 16.117 -17.838
H -9.098 14.997 -19.122
H -7.345 16.171 -16.650
H -9.008 14.102 -16.066
H -7.456 14.321 -15.563
H -8.015 10.818 -16.942
H -8.834 11.846 -15.623
H -7.042 11.597 -15.734
C -4.212 7.581 -10.844
C -5.198 8.685 -11.294
C -4.958 8.944 -12.829
O -5.634 7.898 -13.529
C -6.099 8.253 -14.891
N -6.669 8.309 -11.040
H -7.035 7.651 -11.713
H -6.838 7.844 -10.160
H -7.212 9.157 -11.117
H -3.229 7.916 -11.175
H -4.485 6.627 -11.296
H -4.061 7.491 -9.768
H -5.016 9.591 -10.717
H -3.983 9.096 -13.292
H -5.417 9.905 -13.062
H -6.824 7.522 -15.249
H -5.199 8.350 -15.499
H -6.530 9.254 -14.901
As -5.855 5.072 -17.859
F -5.985 5.996 -19.326
F -7.296 5.823 -17.213
F -5.639 4.145 -16.295
F -4.398 4.183 -18.477
F -4.818 6.319 -17.097
F -6.866 3.784 -18.588
As -9.910 6.145 -10.948
F -10.549 6.410 -12.578
F -8.248 5.712 -11.548
F -9.342 6.010 -9.274
F -11.583 6.572 -10.372
F -10.550 4.449 -10.990
F -9.496 7.932 -10.818
As -6.785 12.360 -11.089
F -6.601 11.141 -9.774
F -6.352 13.733 -9.997
F -6.897 13.501 -12.390
F -7.349 10.956 -12.057
F -8.566 12.700 -10.744
F -5.077 11.961 -11.516
As -6.367 7.048 -6.185
F -7.093 5.433 -6.434
F -7.833 7.684 -5.272
F -5.654 8.713 -6.063
F -4.790 6.540 -6.920
F -7.181 7.597 -7.685
F -5.569 6.511 -4.658
*
```

Calculated values
Energy above the lowest of the compared OMol25 structures with the same formula, charge and spin ... 0.000 eV
HOMO energy ... -9.6597 eV
LUMO level ... -0.084 Ha

These are the Löwdin partial charges, in e, on atoms 1 to 4:
1. C -0.0283
2. C -0.1529
3. N -0.2482
4. C 0.0780

No. 5
2 unconnected molecules or ions with the total composition C7H18N4O2 in a non-equilibrium geometry, computed with the ωB97M-V functional and the def2-TZVPD basis.

Structure (ORCA input):
```
! RIJCOSX wB97M-V def2-TZVPD def2/J DEFGRID3
* xyz 2 3
C -1.253 0.827 -2.329
C -1.545 2.186 -2.519
C 0.800 -1.662 1.438
C 0.547 -0.509 0.526
C 1.913 -1.099 2.342
C -0.382 -2.165 2.231
C -0.470 0.308 0.654
N -0.028 0.234 -2.820
N 1.729 -0.978 3.622
N -2.726 2.703 -1.983
N 1.426 -0.415 -0.589
O -0.550 3.087 -3.025
O 3.067 -0.892 1.755
H 1.447 -2.427 1.000
H -1.129 -2.125 1.301
H -0.624 -1.571 3.080
H -0.206 -3.192 2.608
H -0.612 1.091 -0.119
H -0.945 0.377 1.649
H -2.062 0.122 -2.203
H 0.627 1.052 -3.180
H 0.514 -0.158 -1.996
H 2.572 -0.679 4.128
H 0.832 -0.876 3.982
H -3.169 2.330 -1.221
H -2.979 3.687 -2.125
H 2.046 -1.222 -0.556
H 2.009 0.347 -0.620
H -0.071 -0.449 -3.681
H -0.934 3.967 -3.146
H 3.914 -1.082 2.177
*
```

Calculated values
HOMO energy (spin up / spin down) ... -11.9764 / -15.2240 eV
LUMO level (spin up / spin down) ... -0.229 / -0.357 Ha

These are the natural (NBO) partial charges, in e, on atoms 1 to 4:
1. C -0.3318
2. C 0.5556
3. C -0.3249
4. C 0.1949

No. 6
C19H31N3O4S2 in the gas phase in a non-equilibrium geometry, computed with the ωB97M-V functional and the def2-TZVPD basis.

Structure (ORCA input):
```
! RIJCOSX wB97M-V def2-TZVPD def2/J DEFGRID3
* xyz 0 1
C -5.346 -2.694 -0.995
C -4.604 -2.406 0.308
C -3.180 -2.951 0.246
C -4.606 -0.901 0.615
N -3.913 -0.135 -0.397
S -2.795 1.001 0.060
O -2.740 1.967 -0.999
O -3.029 1.445 1.404
C -1.294 0.030 0.039
C -0.676 -0.210 -1.173
C 0.480 -0.972 -1.201
C 0.986 -1.470 -0.015
S 2.478 -2.479 -0.044
O 2.493 -3.261 1.156
O 2.515 -3.147 -1.312
N 3.806 -1.490 0.014
C 4.113 -0.716 -1.165
C 3.845 0.780 -0.937
N 2.784 0.941 0.044
C 2.265 2.305 0.063
C 1.539 2.656 -1.251
C 0.319 3.511 -0.868
C 0.448 3.763 0.635
C 1.204 2.541 1.143
C 3.263 0.521 1.354
C 4.054 -0.800 1.252
C 0.356 -1.249 1.194
C -0.799 -0.483 1.223
H -6.356 -2.293 -0.961
H -4.819 -2.246 -1.834
H -5.409 -3.766 -1.164
H -5.136 -2.898 1.130
H -2.661 -2.785 1.187
H -3.193 -4.019 0.044
H -2.621 -2.456 -0.545
H -4.081 -0.709 1.553
H -5.638 -0.551 0.731
H -4.463 0.158 -1.185
H -1.106 0.213 -2.068
H 0.985 -1.202 -2.125
H 3.502 -1.119 -1.971
H 5.167 -0.873 -1.425
H 4.771 1.281 -0.599
H 3.541 1.241 -1.876
H 3.094 3.019 0.230
H 2.199 3.195 -1.930
H 1.224 1.733 -1.736
H -0.607 2.975 -1.072
H 0.292 4.446 -1.427
H -0.523 3.871 1.115
H 1.033 4.665 0.824
H 1.636 2.704 2.129
H 0.533 1.684 1.183
H 3.913 1.293 1.805
H 2.394 0.389 2.000
H 3.781 -1.486 2.053
H 5.130 -0.608 1.311
H 0.770 -1.692 2.086
H -1.317 -0.262 2.143
*
```

Calculated values
Energy above the lowest of the compared OMol25 structures with the same formula, charge and spin ... 0.018 eV
Structure (SMILES) ... CC(C)CNS(=O)(=O)c1ccc(S(=O)(=O)N2CCN(C3CCCC3)CC2)cc1
HOMO energy ... -8.8736 eV
LUMO level ... 0.004 Ha

These are the natural (NBO) partial charges, in e, on atoms 1 to 4:
1. C -0.6125
2. C -0.2201
3. C -0.6117
4. C -0.2238

Summary of E in hartree
-301.37984; -533.98595; -2777.81518; -12655.63666; -646.22141; -2004.17338
(order as listed above)